Entry 1:
Below is a cluster of 2 separate species, C21H14F17N2O5P in total in a non-equilibrium geometry, with properties calculated with ωB97M-V with the def2-TZVPD basis set.

Structure (ORCA input):
```
! RIJCOSX wB97M-V def2-TZVPD def2/J DEFGRID3
* xyz 0 1
N 4.94564 -4.97375 2.14227
P 3.43566 -4.61174 1.58671
C 3.46095 -3.42627 0.08634
C 3.21258 -3.92161 -1.49182
C 3.25772 -2.80199 -2.72157
C 3.56659 -1.18050 -2.46894
C 3.79371 -0.71533 -0.91410
C 3.73302 -1.82296 0.29240
C 3.99355 -0.89810 1.61983
O 4.48160 -1.32355 2.80811
N 3.62911 0.55122 1.23201
C 2.11462 0.84483 1.20697
C 1.71293 1.37298 2.70476
C 0.55968 2.58406 2.69806
F 0.94055 3.70580 1.80932
F 0.61975 3.14822 4.10007
C -0.97065 2.03074 2.51546
F -1.81420 2.85779 3.45863
F -1.04940 0.64388 3.01302
C -1.57976 2.22984 0.97030
F -0.54422 2.00574 -0.06344
F -1.85472 3.71834 0.91080
C -3.01550 1.50035 0.72294
F -3.75084 1.19634 2.00909
F -3.90158 2.54474 0.07362
C -3.05298 0.24287 -0.31403
F -2.53546 0.62450 -1.68534
F -4.52518 0.00996 -0.58184
C -2.23416 -1.09993 0.10030
F -2.11237 -1.89452 -1.18253
F -0.81225 -0.84621 0.50125
C -2.91221 -2.09508 1.18881
F -4.33408 -2.48920 0.89855
F -2.95084 -1.55252 2.59871
C -2.13086 -3.56486 1.36475
F -0.73898 -3.43863 1.85144
F -2.31012 -4.46588 0.19956
F -2.88424 -4.23376 2.49353
C 4.11972 0.73287 -0.21962
O 4.71618 1.80129 -0.77023
H 5.11268 -6.00516 2.05204
H 2.82723 -5.85937 1.15975
H 2.66279 -4.05820 2.67762
H 3.00153 -5.06443 -1.75907
H 3.05150 -3.21054 -3.80398
H 3.61386 -0.38372 -3.33222
H 1.95230 1.61571 0.34229
H 1.59952 -0.19408 1.05178
H 2.68925 1.90490 3.14020
H 1.46224 0.51676 3.47930
C -2.68266 3.07806 -3.56402
C -3.94443 3.84109 -3.32169
O -3.85303 4.91916 -4.23358
C -3.01573 4.52140 -5.23576
O -2.84370 5.13705 -6.27454
O -2.39728 3.34498 -4.92427
H -2.80669 2.00452 -3.39738
H -1.85075 3.43984 -2.95074
H -4.83919 3.25466 -3.55578
H -4.01836 4.20740 -2.29407
*
```

The LUMO energy comes out at -2.0 eV. The calculation puts the frontier orbital gap at 6.857 eV. The electronic energy comes out at -3332.6314 hartree. Its SMILES is N=[PH2]c1cccc2c1C(=O)N(CCC(F)(F)C(F)(F)C(F)(F)C(F)(F)C(F)(F)C(F)(F)C(F)(F)C(F)(F)F)C2=O.O=C1OCCO1.

---

Entry 2:
Below is a structure of composition C21H14N4O2Se2Sr in a non-equilibrium geometry, with properties calculated with ωB97M-V with the def2-TZVPD basis set.

Structure (ORCA input):
```
! RIJCOSX wB97M-V def2-TZVPD def2/J DEFGRID3
* xyz 0 1
Sr 0.19190 0.08823 -0.71440
O 2.43055 -0.75791 -0.95144
C 2.11544 -0.98952 0.25363
O 1.85266 -0.12144 1.10706
C 1.57365 -2.42090 0.43819
C 2.38276 -3.56177 0.62212
C 1.78218 -4.77387 0.53427
C 0.39464 -4.86631 0.26675
C -0.28172 -6.11339 0.16785
C -1.61282 -6.14948 -0.10570
C -2.33230 -4.93831 -0.31279
C -1.70501 -3.73454 -0.21867
C -0.32418 -3.68404 0.09005
N 0.27624 -2.44816 0.18899
H 3.43994 -3.45732 0.81509
H 2.35889 -5.68465 0.64824
H 0.27915 -7.02885 0.30579
H -2.12743 -7.09783 -0.17336
H -3.38420 -4.97854 -0.56027
H -2.23542 -2.80535 -0.39534
Se -1.97779 3.06260 -1.09501
Se -0.63163 4.17774 0.40725
C 1.14785 3.81509 -0.20814
C 2.06348 4.81314 0.10378
C 3.39219 4.60947 -0.20586
C 3.75818 3.43220 -0.82387
C 2.77719 2.51126 -1.11192
N 1.46834 2.67630 -0.82870
C -2.63724 1.67941 0.13448
C -3.98055 1.35787 -0.00772
C -4.52384 0.39282 0.81056
C -3.72324 -0.23263 1.76007
C -2.39802 0.13563 1.82010
N -1.84128 1.07120 1.01378
H 1.73484 5.72314 0.58723
H 4.12938 5.36660 0.03050
H 4.78499 3.22150 -1.08495
H 3.04314 1.57719 -1.59582
H -4.57903 1.85172 -0.75658
H -5.56967 0.13138 0.71521
H -4.11294 -0.98333 2.43158
H -1.72868 -0.33115 2.53705
N -2.44908 0.12206 -3.32674
C -1.55691 0.13993 -2.59204
*
```

As for the energy above the lowest of the compared OMol25 structures with the same formula, charge and spin: 11.41 kcal/mol. The LUMO energy comes out at -0.2 eV. The calculation puts the frontier orbital gap at 8.427 eV. The electronic energy comes out at -6011.8325 hartree.

---

Entry 3:
Below is a structure of composition C21H15Cl3FeN2O4S, with properties calculated with ωB97M-V with the def2-TZVPD basis set.

Structure (ORCA input):
```
! RIJCOSX wB97M-V def2-TZVPD def2/J DEFGRID3
* xyz -2 1
Fe 0.64549 0.12853 -1.14152
O 4.77546 0.59610 -0.95493
C 3.64953 0.31469 -0.51521
O 2.63927 0.07480 -1.23723
C 3.51033 0.21219 1.00914
C 4.70932 0.01113 1.69689
C 4.77567 -0.13113 3.07195
C 3.59101 -0.05170 3.79870
C 2.39686 0.15724 3.14081
C 2.30557 0.29537 1.73821
S 0.69480 0.61866 1.12554
H 5.60399 -0.02131 1.08827
H 5.72656 -0.29403 3.56809
H 3.59691 -0.15623 4.88004
H 1.47291 0.21994 3.70508
C -2.37359 -0.75989 -1.26973
N -1.36730 0.29387 -1.30523
C -1.75300 1.51256 -1.47555
C -0.75129 2.51384 -1.62430
C -0.77831 3.91158 -1.67694
C 0.56643 4.30584 -1.73111
C 1.32889 3.12379 -1.70721
N 0.53556 2.05252 -1.65643
C -3.17981 -0.80585 0.00862
C -4.56862 -0.84439 -0.02522
C -5.31244 -0.90124 1.14952
C -4.66359 -0.91390 2.37438
C -3.27287 -0.87302 2.41443
C -2.53257 -0.82244 1.24432
H -1.85422 -1.70995 -1.39028
H -3.05949 -0.65919 -2.11890
H -2.81436 1.77169 -1.52294
H -1.65613 4.54224 -1.65578
H 0.95315 5.31376 -1.77909
H 2.40338 3.00910 -1.74232
H -5.07503 -0.82128 -0.98512
H -6.39563 -0.92354 1.10379
H -5.23643 -0.94606 3.29440
H -2.75420 -0.86785 3.36591
H -1.44871 -0.76157 1.28539
Cl 1.63777 -4.66907 -1.55590
C 0.77198 -3.64640 -2.70377
Cl 1.58826 -3.70727 -4.26642
Cl -0.88790 -4.28205 -2.90164
C 0.66328 -2.13405 -2.16320
O 0.61472 -1.25719 -3.02529
O 0.57842 -2.01886 -0.93224
*
```

As for the energy above the lowest of the compared OMol25 structures with the same formula, charge and spin: 0.00 kcal/mol. The LUMO energy (spin up / spin down) comes out at 4.4 / 4.4 eV. The calculation puts the frontier orbital gap (spin up / spin down) at 5.435 / 5.462 eV. The electronic energy comes out at -4262.3377 hartree.

---

Entry 4:
Below is the molecule C21H15F3N2O6S in a non-equilibrium geometry, with properties calculated with ωB97M-V with the def2-TZVPD basis set.

Structure (ORCA input):
```
! RIJCOSX wB97M-V def2-TZVPD def2/J DEFGRID3
* xyz 0 1
O 0.55213 3.21278 -0.18197
C -0.15071 2.48556 0.47779
N 0.32185 1.46418 1.27362
C 1.58001 0.87544 1.28123
C 2.52827 1.13926 0.29796
C 3.73164 0.44876 0.31686
C 4.02280 -0.48206 1.30230
C 3.07838 -0.72722 2.28532
C 1.86628 -0.06711 2.27085
H 1.12442 -0.28549 3.02593
H 3.28245 -1.45411 3.05544
H 4.96079 -1.01230 1.29171
C 4.67565 0.67180 -0.82834
F 5.86621 0.08573 -0.67132
F 4.15736 0.16448 -1.97781
F 4.91213 1.96606 -1.07784
H 2.32131 1.86514 -0.47191
H -0.33842 1.06404 1.92571
C -1.64078 2.55751 0.49228
C -2.34881 1.36401 0.44408
C -3.73321 1.35617 0.34823
C -4.41422 2.57117 0.35770
C -3.70807 3.76067 0.41937
C -2.32389 3.76711 0.46190
H -1.76975 4.69207 0.47840
H -4.24696 4.69596 0.41336
H -5.49285 2.58064 0.30218
N -4.37861 0.12201 0.26951
H -5.38767 0.17018 0.28219
S -3.88536 -0.98462 -0.92787
O -4.94297 -1.94596 -0.97376
O -3.52167 -0.28019 -2.11837
C -2.41810 -1.72862 -0.22765
C -1.20225 -1.50690 -0.83485
C -0.03545 -2.01668 -0.26569
C -0.11713 -2.77983 0.92140
C -1.37473 -3.00520 1.50132
C -2.51511 -2.48275 0.93287
H -3.48770 -2.64809 1.36744
H -1.41506 -3.59846 2.40076
O 0.95301 -3.28796 1.52203
H 1.75520 -3.06971 0.98931
C 1.28394 -1.75749 -0.87088
O 2.32189 -2.21762 -0.42523
O 1.25380 -0.97032 -1.93249
H 2.14822 -0.81886 -2.28490
H -1.16114 -0.92129 -1.73992
H -1.82538 0.42429 0.43778
*
```

The LUMO energy comes out at -0.3 eV. The calculation puts the frontier orbital gap at 8.769 eV. The electronic energy comes out at -2068.0850 hartree. Its SMILES is O=C(Nc1cccc(C(F)(F)F)c1)c1cccc(NS(=O)(=O)c2ccc(O)c(C(=O)O)c2)c1.

---

Entry 5:
Below is the molecule C21H16ClN3O3 in a non-equilibrium geometry, with properties calculated with ωB97M-V with the def2-TZVPD basis set.

Structure (ORCA input):
```
! RIJCOSX wB97M-V def2-TZVPD def2/J DEFGRID3
* xyz 0 1
N -2.06357 -1.65495 -1.65166
O -0.75805 -1.43272 2.52582
O -4.89199 3.42863 -2.48206
Cl -0.75896 5.36987 -3.91779
C -1.42823 -1.38962 -0.70440
O -3.29594 5.00094 -2.06839
C -0.30292 -1.83080 1.44108
C -3.79464 3.82235 -2.60134
C -0.64918 1.49192 -0.67340
C -1.87575 1.57960 -1.37238
C -0.30498 0.39202 0.39452
C -0.56115 -0.95524 0.35827
C 2.08313 -5.01679 4.71420
C 2.15911 3.84316 -1.54364
C 2.54955 -3.73150 4.35041
C 0.94604 -5.55648 3.98120
C 1.48668 4.70190 -2.51656
C 1.52642 2.78819 -0.87975
C 2.06373 -3.09802 3.18482
C 0.44107 -4.91630 2.83330
C 0.09778 4.41585 -2.73612
C 0.20423 2.52633 -1.20151
C 0.94689 -3.61223 2.44384
C -0.48758 3.27815 -2.12688
N 0.52438 -3.00717 1.30426
N -1.79542 2.73166 -2.20357
C 1.24398 -3.24962 0.00857
C -2.81459 2.93828 -3.22617
H -2.37082 5.18501 -2.37736
H -2.73271 0.86679 -1.37375
H 0.36478 0.65323 1.17619
H 2.33704 -5.39797 5.70657
H 3.12124 4.13904 -1.17079
H 3.20138 -3.13426 4.99839
H 0.51420 -6.57610 4.12335
H 1.88765 5.63651 -3.01127
H 2.03383 2.22013 -0.12220
H 2.51706 -2.20253 2.90205
H -0.28546 -5.41268 2.19214
H 2.13112 -3.87758 0.07413
H 1.77246 -2.43403 -0.29079
H 0.59892 -3.81884 -0.75747
H -2.31882 3.35413 -4.14083
H -3.26184 1.94174 -3.56301
*
```

As for the energy above the lowest of the compared OMol25 structures with the same formula, charge and spin: 91.21 kcal/mol. The LUMO energy comes out at -0.3 eV. The calculation puts the frontier orbital gap at 8.208 eV. The electronic energy comes out at -1659.9239 hartree. Its SMILES is CN(C(=O)/C(C#N)=C/c1cn(CC(=O)O)c2c(Cl)cccc12)c1ccccc1.